1.
The following is a quantum chemistry calculation of a cluster of 6 separate species, C30H38NO21PS in total, from the OMol25 dataset.

Each line ends with the Löwdin charge.
Geometry (Å):
C (1.84013, -4.65186, 3.30600)  0.0073
C (2.18107, -3.89251, 1.93403)  -0.4112
O (1.72045, -4.36225, 0.86504)  0.0590
O (2.98591, -2.71916, 1.85340)  -0.0700
C (2.06465, -1.60075, 2.12991)  -0.1740
C (2.85815, -0.25291, 2.47802)  -0.1546
C (1.77879, 0.88357, 2.93642)  -0.1760
C (1.33597, 0.49964, 4.43147)  -0.2042
C (-0.13276, 1.06410, 4.84469)  -0.1744
C (-1.28372, 0.08593, 4.33833)  -0.1149
C (-1.23798, -1.39830, 4.87104)  0.0036
C (-2.31534, -2.46446, 4.45120)  0.0406
C (-3.43826, -1.95731, 3.52468)  -0.0242
C (-3.49035, -0.49182, 3.00522)  -0.0149
C (-2.42443, 0.56731, 3.35946)  -0.1503
P (-2.52979, 2.29585, 2.64322)  0.3827
O (-0.97427, 3.01937, 2.38397)  -0.2933
O (-3.41838, 3.30976, 3.73245)  -0.2536
S (-3.40105, 2.36203, 0.88208)  0.2992
C (-4.81533, -0.47117, 2.12479)  -0.3514
O (-5.69736, 0.38054, 1.91864)  0.0487
N (-4.81173, -1.86906, 1.59678)  0.1227
C (-4.69750, -2.66256, 2.85370)  -0.3132
O (-5.41055, -3.62334, 3.23692)  0.0659
H (1.68272, -5.76486, 3.04344)  0.0761
H (0.85371, -4.29184, 3.76820)  0.0839
H (2.68928, -4.60117, 4.08038)  0.0990
H (1.36889, -1.95732, 2.96950)  0.1100
H (1.38474, -1.36200, 1.22836)  0.1346
H (3.52145, -0.49338, 3.39400)  0.1207
H (3.56391, 0.11031, 1.66052)  0.1202
H (2.40636, 1.85078, 3.02563)  0.1221
H (0.92682, 0.96552, 2.18402)  0.1088
H (1.40772, -0.62928, 4.66786)  0.0940
H (2.06545, 0.99822, 5.18061)  0.1214
H (-0.15202, 1.00405, 6.00253)  0.1244
H (-0.28257, 2.16467, 4.59219)  0.0965
H (-0.38438, -1.70369, 5.57332)  0.1043
H (-2.30129, -3.54878, 4.78766)  0.1082
H (-1.22763, 3.92421, 2.05724)  0.0706
H (-2.72210, 3.82931, 4.21789)  0.0716
H (-5.63024, -2.07590, 1.00565)  0.1441
O (2.48568, -10.23371, 2.70932)  0.1538
C (2.00933, -9.47055, 1.91888)  -0.5481
O (0.83161, -8.81147, 2.09976)  0.0587
C (0.73061, -7.84511, 1.06179)  -0.1316
C (1.61210, -8.40666, -0.01112)  -0.1277
O (2.57572, -9.15001, 0.72277)  0.0643
H (-0.30438, -7.73317, 0.73522)  0.1391
H (1.09019, -6.88360, 1.43775)  0.0937
H (1.07618, -9.08594, -0.68079)  0.1342
H (2.09186, -7.62810, -0.60610)  0.1373
O (0.23432, -1.05691, -1.23145)  0.1395
C (-0.82924, -0.91460, -1.76872)  -0.5315
O (-2.02931, -1.04290, -1.14224)  0.0567
C (-3.02237, -0.57813, -2.04700)  -0.1329
C (-2.36797, -0.74613, -3.38233)  -0.1320
O (-0.98793, -0.60377, -3.08384)  0.0504
H (-3.93787, -1.16450, -1.95359)  0.1338
H (-3.24594, 0.46823, -1.81921)  0.1153
H (-2.53678, -1.73894, -3.81005)  0.1379
H (-2.68923, 0.00856, -4.10109)  0.1274
O (5.56229, 1.96964, -2.28176)  0.1459
C (4.79202, 1.16252, -2.71986)  -0.5493
O (5.11473, 0.21204, -3.64009)  0.0611
C (4.00923, -0.67795, -3.72738)  -0.1281
C (2.86261, 0.16167, -3.25515)  -0.1265
O (3.48171, 1.07898, -2.36237)  0.0620
H (3.87417, -1.03100, -4.75086)  0.1353
H (4.19499, -1.53757, -3.07670)  0.1358
H (2.39202, 0.72266, -4.06829)  0.1307
H (2.09928, -0.42597, -2.74191)  0.1165
O (-0.69747, 1.23780, -5.21555)  0.1434
C (-0.54152, 2.21808, -4.54368)  -0.5462
O (0.59620, 2.96269, -4.52249)  0.0654
C (0.30714, 4.14721, -3.78894)  -0.1365
C (-0.84723, 3.73762, -2.92703)  -0.1194
O (-1.48223, 2.72769, -3.70148)  0.0543
H (1.17159, 4.46271, -3.20507)  0.1350
H (0.04385, 4.94218, -4.49115)  0.1230
H (-0.52652, 3.30423, -1.97510)  0.1379
H (-1.53176, 4.56321, -2.72729)  0.1368
O (0.65107, 6.90805, -3.04358)  0.1455
C (0.20252, 7.67396, -3.84922)  -0.5414
O (-0.96852, 8.35001, -3.69780)  0.0667
C (-1.03423, 9.31152, -4.74239)  -0.1316
C (-0.13752, 8.73007, -5.79278)  -0.1309
O (0.79888, 7.97779, -5.03348)  0.0690
H (-2.06019, 9.43615, -5.09178)  0.1369
H (-0.66901, 10.27044, -4.36357)  0.1368
H (-0.66852, 8.05424, -6.46956)  0.1364
H (0.36671, 9.49725, -6.38211)  0.1372

gap between HOMO and LUMO: 7.900 eV
LUMO: -0.045 Eh
net charge: 0
multiplicity: 1
HOMO level: -9.137 eV

2.
The following is a quantum chemistry calculation of a structure of composition C30H39AgAsN2O5PS, from the OMol25 dataset.

Each line ends with the Löwdin charge.
Geometry (Å):
Ag (0.73239, -0.11877, 1.21510)  0.6110
C (4.24524, -1.74660, -2.42833)  -0.0294
C (5.20054, -0.85120, -1.64830)  -0.6251
C (5.83006, -1.60209, -0.48227)  -0.0311
C (6.27801, -0.30766, -2.57423)  -0.0306
O (4.53607, 0.33183, -1.14911)  -0.1591
P (3.13807, 0.39386, -0.37359)  0.2257
O (2.99179, 1.72224, 0.25313)  -0.2724
O (2.98515, -0.84615, 0.49360)  -0.3604
O (2.01503, 0.15524, -1.51683)  -0.2004
C (1.49252, 1.19341, -2.38704)  -0.6191
C (2.62161, 2.02019, -2.98890)  -0.0296
C (0.75177, 0.42533, -3.47110)  -0.0264
C (0.52428, 2.07103, -1.60624)  -0.0313
H (4.80569, -2.58770, -2.84212)  0.0906
H (3.78264, -1.19818, -3.24949)  0.0792
H (3.44645, -2.13367, -1.79568)  0.0596
H (6.39784, -2.45829, -0.85283)  0.0862
H (5.06383, -1.94460, 0.21232)  0.0663
H (6.50953, -0.94284, 0.05968)  0.0925
H (6.87579, -1.12411, -2.98383)  0.0872
H (6.93431, 0.36859, -2.02637)  0.0897
H (5.82542, 0.24418, -3.39929)  0.0824
H (3.32305, 1.38099, -3.52825)  0.0782
H (3.16561, 2.55724, -2.21218)  0.0836
H (2.20354, 2.74512, -3.69041)  0.0896
H (1.43929, -0.21860, -4.02263)  0.0807
H (0.28035, 1.11681, -4.17244)  0.0883
H (-0.02325, -0.19695, -3.02009)  0.0727
H (1.04100, 2.59587, -0.80418)  0.0781
H (-0.26091, 1.44907, -1.17090)  0.0542
H (0.05080, 2.79417, -2.27524)  0.0911
C (-0.82514, -5.41461, 1.08140)  -0.0418
N (0.39199, -4.74761, 0.66406)  -0.1348
C (1.49314, -5.34749, 0.07083)  -0.0538
C (2.40832, -4.37480, -0.12025)  -0.0720
N (1.86444, -3.20184, 0.34921)  0.0762
C (0.63334, -3.42537, 0.82989)  -0.7445
S (-0.45332, -2.31780, 1.54327)  0.6301
H (-0.86177, -6.39454, 0.61228)  0.0887
H (-1.68576, -4.82500, 0.77327)  0.0733
H (-0.84877, -5.52325, 2.16522)  0.0932
H (1.51827, -6.39926, -0.14952)  0.1160
H (3.39754, -4.41573, -0.53958)  0.1148
H (2.34602, -2.25608, 0.38742)  0.0627
O (-0.59783, 1.60597, 1.97099)  -0.5376
As (-2.23091, 1.54405, 1.69024)  1.1850
C (-2.99805, 3.19593, 2.28655)  -0.3069
C (-2.12228, 4.17426, 2.73681)  -0.0810
C (-2.62391, 5.39775, 3.16193)  -0.0716
C (-3.98937, 5.63215, 3.14105)  -0.0803
C (-4.86532, 4.64813, 2.69811)  -0.0817
C (-4.37103, 3.42884, 2.26615)  -0.0973
C (-2.99348, 0.05570, 2.61727)  -0.3217
C (-2.25766, -0.47820, 3.66610)  -0.1374
C (-2.76536, -1.55903, 4.37405)  -0.0828
C (-3.99724, -2.09620, 4.03310)  -0.0770
C (-4.72839, -1.56317, 2.97739)  -0.0783
C (-4.22532, -0.48711, 2.26433)  -0.1001
C (-2.69381, 1.32413, -0.16258)  -0.3138
C (-3.00334, 2.43605, -0.94186)  -0.0930
C (-3.20530, 2.28686, -2.30596)  -0.0765
C (-3.09553, 1.03237, -2.88868)  -0.0764
C (-2.78509, -0.07533, -2.11226)  -0.0809
C (-2.58190, 0.06627, -0.74762)  -0.1118
H (-1.05876, 3.96845, 2.74225)  0.1033
H (-1.94593, 6.16834, 3.50452)  0.1071
H (-4.37741, 6.58623, 3.47443)  0.1047
H (-5.93135, 4.83388, 2.69111)  0.1046
H (-5.05777, 2.66525, 1.91851)  0.1046
H (-1.28709, -0.06059, 3.90440)  0.1003
H (-2.18766, -1.98890, 5.18149)  0.1090
H (-4.38906, -2.94167, 4.58431)  0.1044
H (-5.68462, -1.99157, 2.70620)  0.1041
H (-4.78403, -0.09203, 1.42246)  0.1041
H (-3.07040, 3.41800, -0.49125)  0.1056
H (-3.43534, 3.15045, -2.91606)  0.1071
H (-3.24265, 0.91873, -3.95523)  0.1075
H (-2.69154, -1.05128, -2.57121)  0.1098
H (-2.30708, -0.79714, -0.15046)  0.0648

gap between HOMO and LUMO: 8.314 eV
LUMO: 0.017 Eh
net charge: 0
multiplicity: 1
energy above the lowest of the compared OMol25 structures with the same formula, charge and spin: 0.7 kcal/mol
HOMO level: -7.849 eV